[1]
C9H50NO17 | wB97M-V/def2-TZVPD

```
77
Properties=species:S:1:pos:R:3:forces:R:3
C 0.289 2.173 0.558 0.555 -0.723 -0.714
C 0.477 0.589 0.850 -2.261 -0.023 0.570
C -0.700 0.299 1.919 0.160 0.204 -1.137
C -0.930 -1.175 2.251 0.697 0.648 0.279
C -1.167 -1.980 0.997 0.642 0.336 -0.702
C -0.138 -1.820 -0.150 0.516 1.135 -0.636
N 0.243 -0.295 -0.341 -0.383 0.511 0.072
O 1.166 0.102 -1.388 -0.550 -1.393 0.997
C -0.823 -2.357 -1.474 0.261 1.071 1.476
C 1.011 -2.828 0.080 0.428 1.914 0.148
C 1.789 0.479 1.646 0.079 -0.237 -0.996
H 0.558 2.751 1.442 -0.222 -0.177 0.371
H -0.674 2.531 0.195 -0.597 -0.664 0.409
H 0.916 2.613 -0.218 0.649 -0.755 -0.131
H -1.643 0.673 1.520 -0.052 0.130 -0.424
H -0.518 0.942 2.780 0.152 -0.261 0.344
H -1.810 -1.320 2.878 -0.081 0.239 0.253
H -0.081 -1.513 2.846 0.201 -0.409 -0.103
H -2.135 -1.671 0.602 -0.239 -0.175 -0.004
H -1.163 -3.040 1.250 -0.414 -0.170 -0.050
H -1.068 -3.409 -1.326 0.218 -0.194 -0.132
H -0.134 -2.194 -2.304 -0.278 0.029 -0.086
H -1.782 -1.848 -1.564 0.099 0.291 -0.520
H 0.554 -3.816 0.033 0.710 -0.173 0.104
H 1.547 -2.578 0.996 -0.366 -0.552 0.599
H 1.796 -2.592 -0.637 -0.212 -0.576 -0.652
H 2.619 0.865 1.054 0.008 0.254 0.050
H 2.057 -0.558 1.849 -0.211 -0.059 0.333
H 1.630 1.060 2.554 0.481 -0.129 0.145
O 2.885 -4.689 -6.557 0.198 0.141 -0.050
H 2.000 -4.559 -6.896 -0.222 0.085 -0.039
H 2.942 -5.629 -6.388 0.024 -0.249 0.091
O -1.868 1.459 -6.723 -0.019 0.266 -0.197
H -2.314 1.056 -5.978 -0.145 -0.079 0.335
H -1.139 0.869 -6.914 0.205 -0.154 -0.031
O 2.947 4.159 6.778 0.044 -0.113 0.251
H 3.595 4.482 6.153 0.171 0.047 -0.194
H 2.154 4.657 6.580 -0.224 0.071 -0.074
O 6.020 2.480 -2.722 0.266 0.224 -0.126
H 6.136 1.669 -2.226 -0.017 -0.264 0.217
H 5.118 2.440 -3.040 -0.284 -0.016 -0.036
O -6.919 0.514 1.318 -0.159 0.000 0.295
H -6.899 -0.108 0.592 0.020 -0.222 -0.236
H -6.523 1.310 0.963 0.144 0.189 -0.075
O -1.131 -9.441 -1.445 -0.079 -0.018 -0.267
H -0.261 -9.778 -1.232 0.241 -0.081 0.034
H -1.537 -9.269 -0.595 -0.137 0.107 0.192
O -7.076 0.662 6.108 -0.185 0.025 0.234
H -7.332 0.336 5.245 -0.071 -0.078 -0.265
H -6.150 0.888 6.014 0.273 0.053 0.007
O -2.272 0.897 7.885 -0.250 0.017 -0.027
H -1.864 1.482 8.524 0.079 0.168 0.144
H -1.587 0.265 7.668 0.162 -0.179 -0.135
O 6.794 1.576 5.196 0.148 -0.152 0.129
H 6.061 1.665 4.588 -0.221 -0.062 -0.207
H 7.004 2.475 5.452 0.073 0.198 0.071
O 0.207 8.193 -2.899 0.085 0.241 0.132
H -0.685 8.307 -3.228 -0.205 0.026 -0.069
H 0.461 7.318 -3.193 0.133 -0.295 -0.083
O -6.808 -2.037 -2.257 -0.272 0.020 0.151
H -6.122 -2.675 -2.059 0.205 -0.150 0.094
H -6.524 -1.625 -3.073 0.092 0.174 -0.187
O 3.268 7.869 3.606 0.118 -0.205 0.034
H 3.397 8.709 3.164 0.054 0.177 -0.181
H 2.665 8.065 4.323 -0.171 0.022 0.166
O -3.366 1.694 -2.906 -0.346 -0.061 -0.230
H -3.106 2.576 -3.171 0.079 0.212 -0.046
H -2.653 1.392 -2.344 0.381 -0.240 0.271
O 0.884 3.956 -4.820 0.073 0.372 -0.078
H 0.822 3.514 -3.973 0.060 -0.246 0.302
H 0.373 3.408 -5.415 -0.175 -0.179 -0.167
O 5.641 -1.212 -0.765 0.374 0.100 0.121
H 4.694 -1.078 -0.810 -0.512 0.131 0.013
H 5.852 -1.703 -1.559 0.013 -0.128 -0.181
O 0.469 -8.963 -5.412 0.255 -0.057 -0.140
H -0.341 -8.954 -5.922 -0.190 -0.008 -0.126
H 0.200 -8.707 -4.530 -0.079 0.081 0.298
```
Forces are in eV/Å.

## Properties
orbital gap = 4.0242 eV
ΔE to the lowest compared entry with this formula, charge and spin = 97.3 kcal/mol
charge = -1
HOMO level = -2.20 eV


[2]
C9H54NO21V | wB97M-V/def2-TZVPD

```
86
Properties=species:S:1:pos:R:3:forces:R:3
O -4.087 2.627 0.468 -0.371 -0.002 0.613
V -3.479 1.698 1.573 3.555 -3.942 -0.654
O -3.572 0.154 1.083 -0.356 3.282 0.869
C 0.051 -0.650 2.202 0.498 0.662 -0.214
C 0.464 -0.111 0.789 -0.181 -1.521 1.106
C 0.425 -1.374 -0.120 -0.497 -0.255 -1.126
C 0.433 -1.137 -1.636 -0.330 1.653 0.305
C -0.614 -0.017 -2.055 1.372 -1.212 1.310
C -0.609 1.274 -1.129 0.784 -0.928 -0.252
N -0.532 0.865 0.346 -1.529 0.546 -1.733
O -0.984 1.910 1.225 -1.070 -1.477 -0.625
C -1.977 1.864 -1.524 0.143 0.855 0.472
C 0.650 2.178 -1.491 -0.406 -0.793 -0.027
C 1.907 0.427 0.974 0.045 0.534 -0.297
H -0.057 0.214 2.858 -0.174 -0.125 0.182
H 0.880 -1.239 2.595 0.081 -0.035 -0.027
H -0.838 -1.279 2.241 -0.202 0.317 -0.364
H -0.445 -2.010 0.043 -0.511 0.469 0.487
H 1.245 -2.067 0.068 0.591 0.333 0.519
H 0.260 -2.080 -2.155 -0.318 -0.055 -0.067
H 1.443 -0.834 -1.911 0.038 0.264 -0.204
H -1.616 -0.446 -2.031 0.045 -0.105 0.164
H -0.403 0.223 -3.097 -0.058 0.519 -0.032
H -2.092 1.907 -2.607 0.464 -0.073 -0.178
H -2.135 2.890 -1.192 0.033 -0.067 0.207
H -2.812 1.247 -1.193 0.268 -0.094 0.349
H 0.472 2.957 -2.232 -0.409 0.187 0.147
H 1.442 1.571 -1.930 -0.047 -0.267 0.119
H 1.101 2.588 -0.588 -0.149 0.010 -0.138
H 2.467 0.630 0.062 -0.529 0.409 -0.354
H 2.643 -0.186 1.495 -0.586 -0.528 0.462
H 1.773 1.337 1.558 0.480 0.174 -0.168
O 2.656 0.599 -3.773 0.136 -0.402 0.080
H 3.409 1.070 -4.130 0.338 0.130 -0.137
H 1.898 1.110 -4.054 -0.303 0.139 0.036
O 1.016 3.150 3.329 0.016 0.251 0.305
H 0.713 2.620 2.591 -0.478 -0.107 -0.391
H 1.718 2.633 3.723 0.210 -0.142 0.178
O 4.253 -0.940 -1.619 0.363 0.259 0.550
H 3.664 -0.394 -2.139 -0.344 0.185 -0.335
H 4.030 -1.838 -1.867 -0.261 -0.520 -0.352
O -1.880 -1.832 -4.815 -0.225 0.017 0.046
H -1.040 -1.847 -4.355 0.189 -0.026 0.233
H -1.653 -1.633 -5.723 0.015 0.022 -0.269
O -5.100 -0.165 -1.335 -0.069 -0.206 0.041
H -4.631 0.242 -2.064 0.233 0.077 -0.203
H -6.003 0.136 -1.434 -0.253 0.037 0.038
O 5.477 -1.528 0.976 0.019 -0.058 0.635
H 4.802 -1.387 0.311 -0.199 0.277 -0.517
H 6.012 -2.240 0.627 0.186 -0.094 -0.082
O -2.960 -1.781 4.250 -0.279 0.592 0.683
H -2.353 -1.876 4.983 0.154 -0.227 0.339
H -2.675 -2.438 3.615 0.276 -0.525 -0.622
O -2.916 0.735 3.683 -0.386 2.659 -0.620
H -2.817 -0.182 3.939 -0.336 -1.729 -0.309
H -2.383 1.219 4.313 0.200 0.415 0.110
O 0.626 -4.960 -1.184 0.298 -0.011 -0.174
H -0.213 -5.313 -0.888 -0.295 -0.085 -0.080
H 0.817 -4.250 -0.571 0.037 0.276 0.216
O -2.292 5.835 -0.839 -0.977 0.570 -0.192
H -2.108 5.692 -1.768 0.267 0.063 -0.108
H -1.662 5.278 -0.381 0.677 -0.259 0.287
O 0.979 -3.598 4.644 -0.207 0.325 -0.044
H 1.157 -3.840 3.735 0.126 -0.048 -0.264
H 1.477 -4.230 5.162 0.153 -0.167 0.247
O -3.043 -2.045 -0.264 0.420 -0.951 -0.293
H -3.881 -1.617 -0.440 -0.328 0.387 -0.126
H -2.841 -1.814 0.642 0.045 0.232 0.131
O 2.520 -0.747 4.739 0.010 0.331 0.099
H 1.978 -1.530 4.637 -0.279 -0.377 0.072
H 3.349 -0.972 4.318 0.284 0.001 -0.119
O 2.843 -3.092 -3.063 0.420 -0.035 0.096
H 2.513 -2.332 -3.542 -0.094 0.304 -0.235
H 2.066 -3.474 -2.654 -0.312 -0.331 0.141
O 5.254 1.839 -0.529 0.035 0.410 -0.188
H 4.550 1.251 -0.804 -0.038 -0.282 -0.014
H 5.413 1.611 0.386 0.091 -0.139 0.229
O -2.036 -3.619 2.473 0.030 -0.029 -0.045
H -1.143 -3.950 2.374 0.267 0.073 0.078
H -2.590 -4.306 2.103 -0.356 -0.111 -0.186
O -2.347 4.673 -3.421 0.154 0.024 -0.230
H -3.221 4.640 -3.032 -0.336 -0.029 0.257
H -2.413 4.130 -4.206 0.073 -0.073 -0.237
O -0.279 4.412 0.289 0.171 0.981 0.004
H 0.503 4.197 -0.219 0.016 0.228 -0.050
H -0.614 3.565 0.585 -0.229 -1.033 0.441
```
Forces are in eV/Å.

## Properties
orbital gap = 5.7277 eV
HOMO level = -7.26 eV


[3]
C9H59FO27S | wB97M-V/def2-TZVPD

```
97
Properties=species:S:1:pos:R:3:forces:R:3
C 2.576 0.513 1.524 -6.344 -7.058 -3.251
C 1.816 -0.619 1.100 4.312 7.520 1.985
C 0.865 -1.779 0.361 0.710 0.681 0.177
C 0.010 -1.026 -0.859 0.844 -0.237 -2.052
C 1.033 -0.811 -2.158 1.068 1.239 0.546
C 2.149 0.181 -2.190 -1.458 -1.477 0.480
C -1.272 -1.911 -1.371 0.049 -0.154 -0.362
C -2.478 -1.019 -2.072 -0.467 -1.130 0.749
F -1.984 -0.436 -3.375 -1.172 -1.098 2.908
C -3.096 0.154 -1.106 1.399 0.389 -1.624
S -1.881 0.370 0.352 -1.392 2.521 5.652
O -2.099 -0.665 1.482 1.098 2.166 -4.453
O -2.141 1.784 1.002 1.364 -4.509 -3.399
O -0.318 0.317 -0.357 -3.717 -0.525 0.888
H 2.797 1.642 1.845 -0.428 -3.373 -0.701
H 1.524 -2.648 -0.112 -1.297 1.925 1.209
H 0.099 -2.220 1.156 1.741 1.113 -1.628
H 0.858 -1.507 -3.083 1.196 0.127 2.530
H 3.236 -0.254 -1.969 -2.053 0.914 -2.281
H 1.985 1.343 -2.360 0.264 -2.654 2.151
H -1.723 -2.569 -0.483 0.810 1.670 -1.983
H -0.915 -2.672 -2.218 -0.581 2.055 2.117
H -3.370 -1.786 -2.277 2.183 1.884 -0.090
H -3.022 1.170 -1.711 -0.179 -2.155 1.556
H -4.200 -0.022 -0.755 2.526 0.239 -0.326
O 2.283 -1.336 4.387 -0.227 -0.034 0.056
H 2.637 -1.024 3.541 -0.170 0.037 0.062
H 1.679 -0.630 4.663 0.185 -0.218 -0.104
O -2.567 -4.102 -2.425 -0.875 -0.370 0.046
H -3.237 -4.099 -3.125 0.282 -0.157 -0.002
H -2.896 -4.754 -1.788 0.064 0.086 -0.184
O -0.117 -5.345 -2.798 0.441 0.086 -0.205
H 0.237 -5.032 -3.644 0.003 -0.069 0.221
H -0.721 -4.639 -2.522 -0.202 -0.266 -0.200
O 1.968 3.237 -2.391 -0.016 0.933 -0.084
H 2.114 3.979 -2.998 -0.106 -0.143 0.141
H 1.618 3.656 -1.590 0.083 -0.293 -0.162
O -1.332 -1.944 -5.707 -0.003 0.224 0.032
H -1.186 -1.203 -6.314 0.076 -0.168 -0.029
H -1.682 -1.525 -4.906 0.124 -0.097 -0.126
O -1.542 -1.012 4.893 -0.354 -0.055 -0.206
H -2.101 -0.668 4.180 0.350 -0.194 -0.105
H -1.458 -1.956 4.689 0.029 0.340 0.105
O 4.635 0.124 4.397 0.543 0.060 0.352
H 4.277 -0.644 4.867 -0.175 0.214 -0.180
H 4.889 0.735 5.105 -0.333 -0.041 -0.191
O 3.768 2.431 6.264 -0.084 0.032 0.175
H 3.914 3.172 5.657 0.015 -0.026 0.332
H 3.418 2.849 7.065 0.124 -0.022 -0.407
O 6.794 2.901 6.162 0.077 -0.408 0.076
H 6.295 2.498 6.890 -0.010 0.169 -0.320
H 7.011 2.153 5.586 -0.036 0.286 0.151
O -5.232 1.640 -2.269 -0.246 0.535 -0.140
H -5.086 2.381 -2.876 -0.107 -0.325 0.045
H -5.582 2.059 -1.469 0.146 -0.045 0.215
O -1.247 -4.244 -7.700 0.131 -0.122 0.287
H -1.606 -5.012 -7.230 0.098 0.244 -0.194
H -0.993 -3.634 -6.991 -0.285 -0.044 0.031
O 2.986 1.792 -4.982 0.129 0.297 -0.017
H 3.132 2.533 -5.589 -0.123 -0.239 0.189
H 2.636 2.211 -4.181 0.059 -0.242 -0.239
O -0.010 -0.800 -8.340 0.186 -0.287 0.296
H -0.252 -1.730 -8.462 0.008 0.178 -0.120
H 0.916 -0.834 -8.057 -0.269 0.022 -0.105
O 4.005 5.406 6.484 0.126 0.111 -0.331
H 4.883 5.651 6.813 -0.355 -0.119 -0.082
H 3.466 6.195 6.647 0.237 -0.325 0.100
O -2.923 1.817 5.938 -0.275 0.078 -0.505
H -3.526 2.236 5.305 0.064 -0.151 0.244
H -2.798 0.922 5.585 0.215 0.125 0.297
O -1.261 4.307 5.659 0.084 0.039 -0.486
H -1.774 3.496 5.790 0.148 -0.114 0.118
H -0.811 4.166 4.813 -0.116 -0.098 0.407
O -0.963 6.392 2.568 0.013 -0.494 0.106
H -1.322 5.597 2.147 0.111 0.284 0.115
H -0.661 6.083 3.435 -0.157 0.231 -0.215
O 3.553 6.661 8.778 -0.007 0.199 0.822
H 3.194 5.893 9.248 0.105 0.189 -0.279
H 3.807 7.271 9.486 -0.126 -0.126 -0.259
O -5.595 2.478 0.823 0.018 0.443 -0.089
H -4.717 2.723 1.152 -0.022 -0.227 -0.127
H -6.134 3.266 0.986 0.103 -0.296 -0.010
O 2.399 -5.017 -0.514 -0.614 0.222 -0.154
H 1.728 -5.015 -1.213 0.095 -0.023 0.043
H 2.070 -5.669 0.123 0.381 0.078 -0.148
O 0.724 3.090 -6.035 -0.307 -0.043 -0.514
H 0.165 3.435 -6.748 0.162 -0.052 0.268
H 0.808 2.147 -6.239 0.108 0.221 0.249
O -7.647 -0.082 -2.850 -0.053 0.231 0.230
H -6.769 0.163 -2.521 -0.171 0.128 -0.241
H -8.187 0.706 -2.687 0.203 -0.333 -0.087
O -2.051 -7.024 -4.481 0.189 -0.352 0.118
H -1.364 -6.717 -3.870 -0.062 0.141 0.041
H -1.945 -7.987 -4.488 -0.112 0.347 -0.072
O 3.446 -7.461 0.194 0.205 -0.401 -0.249
H 4.299 -7.064 -0.041 -0.354 0.000 0.105
H 3.095 -7.778 -0.651 0.151 0.134 0.293
```
Forces are in eV/Å.

## Properties
orbital gap = 7.0284 eV
ΔE to the lowest compared entry with this formula, charge and spin = 202.7 kcal/mol
HOMO level = -7.58 eV


[4]
C9H5CoF6N2O8S2 | wB97M-V/def2-TZVPD

```
33
Properties=species:S:1:pos:R:3:forces:R:3
Co 0.251 0.047 0.226 0.555 0.358 -0.550
O 0.135 4.120 -0.344 -0.020 -0.056 0.059
C -0.121 2.870 -0.068 -0.197 -0.105 -0.184
O 0.600 2.134 0.588 -0.129 -0.364 0.122
C -1.441 2.346 -0.549 0.066 0.028 0.044
C -2.538 3.086 -0.956 -0.004 -0.086 -0.014
C -3.749 2.413 -1.087 0.056 -0.027 0.025
C -3.838 1.069 -0.736 0.042 0.067 -0.012
C -2.681 0.417 -0.343 0.030 0.005 -0.016
N -1.512 1.041 -0.328 0.081 -0.226 0.004
C -2.545 -0.927 0.337 0.254 0.001 -0.019
O -3.518 -1.807 0.311 -0.017 0.000 0.001
O -1.524 -1.134 0.956 -0.215 -0.023 0.160
H 0.988 4.381 0.043 0.039 0.033 0.005
H -2.453 4.148 -1.132 -0.004 0.018 0.001
H -4.634 2.949 -1.398 -0.015 0.008 -0.010
H -4.800 0.574 -0.734 -0.006 0.000 -0.008
H -4.244 -1.556 -0.275 -0.034 -0.011 -0.022
F 5.416 -1.410 0.674 -0.056 0.023 -0.004
C 4.384 -0.619 0.891 0.056 0.006 0.065
F 3.734 -1.011 1.983 0.004 0.009 -0.064
F 4.792 0.632 1.047 -0.030 -0.036 -0.028
S 3.246 -0.682 -0.562 0.004 -0.097 0.013
O 2.148 0.235 -0.149 -0.071 -0.138 0.177
O 3.984 -0.258 -1.693 -0.003 0.008 -0.032
N 2.821 -2.190 -0.580 -0.091 0.145 -0.043
S 1.355 -2.714 -0.519 0.278 -0.213 0.238
O 1.141 -3.916 -1.231 0.020 0.086 -0.065
O 0.375 -1.635 -0.780 -0.627 0.598 0.195
C 1.102 -3.102 1.273 -0.011 0.077 0.133
F 2.118 -3.800 1.736 -0.008 -0.009 -0.033
F -0.025 -3.764 1.444 0.010 0.040 -0.049
F 1.032 -1.934 1.953 0.041 -0.118 -0.091
```
Forces are in eV/Å.

## Properties
orbital gap (spin up / spin down) = 8.9490 / 9.0889 eV
spin multiplicity = 2
ΔE to the lowest compared entry with this formula, charge and spin = 7.9 kcal/mol
charge = +1
HOMO level (spin up / spin down) = -14.06 / -14.04 eV